Below is C23H25N3O3 in the gas phase, with properties calculated with the ωB97M-V functional and the def2-TZVPD basis.

Atoms and positions in Å:
C  -2.843  5.450  2.848
O  -1.616  5.712  2.213
C  -0.935  4.672  1.649
C  0.283  4.993  1.058
C  1.051  4.000  0.484
C  0.620  2.684  0.469
N  1.385  1.662  -0.123
C  1.689  0.521  0.604
O  1.494  0.443  1.799
N  2.252  -0.504  -0.111
C  2.263  -0.602  -1.557
C  1.065  -1.337  -2.113
C  1.228  -2.365  -3.028
C  0.134  -3.069  -3.500
C  -1.146  -2.765  -3.061
C  -2.338  -3.541  -3.534
C  -1.306  -1.720  -2.158
C  -0.218  -1.008  -1.693
C  2.466  -1.754  0.605
C  1.261  -2.656  0.548
C  1.252  -3.836  -0.183
C  0.083  -4.577  -0.254
C  -1.036  -4.100  0.407
N  -1.037  -2.990  1.126
C  0.083  -2.295  1.200
C  -0.632  2.363  1.019
O  -1.035  1.072  0.879
C  -2.202  0.639  1.535
C  -1.390  3.358  1.623
H  -3.181  6.409  3.240
H  -3.589  5.067  2.143
H  -2.726  4.743  3.676
H  0.614  6.018  1.072
H  2.005  4.248  0.042
H  2.031  1.964  -0.835
H  3.180  -1.128  -1.847
H  2.306  0.398  -1.995
H  2.220  -2.626  -3.373
H  0.281  -3.872  -4.208
H  -2.852  -3.992  -2.687
H  -3.044  -2.883  -4.039
H  -2.044  -4.329  -4.223
H  -2.296  -1.467  -1.809
H  -0.363  -0.209  -0.983
H  3.338  -2.254  0.171
H  2.677  -1.488  1.644
H  2.144  -4.170  -0.694
H  0.042  -5.496  -0.818
H  -1.978  -4.633  0.369
H  0.051  -1.398  1.802
H  -2.141  0.815  2.613
H  -3.094  1.130  1.131
H  -2.261  -0.434  1.349
H  -2.341  3.105  2.059

For the lowest unoccupied orbital energy, the calculation gives 0.716 eV. For the electronic energy, the calculation gives -1281.43822 hartree. The HOMO-LUMO gap comes out at 8.42 eV. The value obtained for the HOMO energy is -7.71 eV. The energy above the lowest of the compared OMol25 structures with the same formula, charge and spin comes out at 2.761 eV.

***

Below is C17H23N3O3S2 in the gas phase at a distorted geometry, with properties calculated with the ωB97M-V functional and the def2-TZVPD basis.

Atoms and positions in Å:
C  -3.465  -3.327  1.769
C  -2.784  -2.328  2.697
C  -3.632  -1.071  2.880
C  -3.059  -0.064  3.878
C  -1.709  0.526  3.448
C  -0.523  -0.151  4.136
C  0.825  0.306  3.561
C  0.956  -0.208  2.141
O  1.196  -1.363  1.886
N  0.732  0.758  1.190
C  0.697  0.629  -0.194
C  0.449  1.781  -0.947
C  0.403  1.718  -2.325
C  0.602  0.502  -2.950
S  0.584  0.406  -4.725
O  -0.160  -0.732  -5.163
O  0.303  1.690  -5.286
N  2.200  -0.007  -5.046
C  3.205  0.910  -5.042
N  4.359  0.745  -5.588
C  5.165  1.817  -5.371
C  4.623  2.820  -4.644
S  2.996  2.426  -4.192
C  0.837  -0.649  -2.223
C  0.887  -0.592  -0.844
H  -3.630  -2.884  0.789
H  -4.428  -3.632  2.173
H  -2.847  -4.213  1.644
H  -1.812  -2.066  2.277
H  -2.618  -2.796  3.670
H  -3.758  -0.581  1.911
H  -4.626  -1.369  3.225
H  -2.954  -0.540  4.855
H  -3.785  0.745  3.989
H  -1.614  0.427  2.364
H  -1.683  1.593  3.684
H  -0.593  -1.232  4.023
H  -0.550  0.078  5.203
H  0.911  1.392  3.609
H  1.628  -0.140  4.150
H  0.549  1.693  1.528
H  0.295  2.726  -0.447
H  0.216  2.592  -2.927
H  2.354  -0.823  -5.618
H  6.157  1.800  -5.784
H  5.058  3.753  -4.353
H  0.972  -1.582  -2.747
H  1.071  -1.480  -0.262

For the lowest unoccupied orbital energy, the calculation gives 0.235 eV. For the electronic energy, the calculation gives -1847.97335 hartree. The HOMO-LUMO gap comes out at 8.82 eV. The value obtained for the HOMO energy is -8.59 eV. The energy above the lowest of the compared OMol25 structures with the same formula, charge and spin comes out at 0.142 eV.

***

Below is a molecular structure, C33H27N4NiO7S4Sb, with properties calculated with the ωB97M-V functional and the def2-TZVPD basis.

Atoms and positions in Å:
Ni  0.203  -0.247  -0.024
O  3.096  0.889  6.269
C  1.868  0.790  6.071
O  0.908  0.789  6.871
C  1.458  0.638  4.589
C  0.295  1.221  4.102
C  -0.054  1.043  2.775
N  0.671  0.303  1.936
C  1.794  -0.270  2.393
C  2.224  -0.110  3.698
C  2.536  -1.151  1.390
O  3.551  -1.740  1.751
O  1.980  -1.225  0.236
H  -0.336  1.801  4.763
H  -0.955  1.478  2.363
H  3.150  -0.573  4.009
S  0.147  -0.721  -4.632
C  1.698  -0.978  -3.934
C  1.590  -1.046  -2.592
N  0.301  -0.911  -2.102
C  -0.550  -0.738  -3.066
H  2.589  -1.042  -4.536
H  2.390  -1.197  -1.882
H  -1.615  -0.601  -2.929
S  1.294  1.772  -0.930
Sb  -0.370  3.372  -0.538
C  0.266  4.929  -1.906
C  -0.128  4.924  -3.245
C  0.350  5.879  -4.133
C  1.237  6.855  -3.701
C  1.649  6.863  -2.376
C  1.169  5.908  -1.486
C  0.618  4.210  1.256
C  1.726  3.593  1.828
C  2.405  4.179  2.892
C  1.994  5.407  3.389
C  0.892  6.040  2.827
C  0.206  5.441  1.776
C  -2.213  4.227  0.214
C  -2.847  5.196  -0.546
C  -3.955  5.864  -0.036
C  -4.435  5.551  1.228
C  -3.801  4.570  1.984
C  -2.689  3.915  1.480
H  -0.808  4.160  -3.599
H  0.030  5.856  -5.170
H  1.611  7.599  -4.395
H  2.352  7.612  -2.028
H  1.511  5.917  -0.459
H  2.056  2.636  1.441
H  3.246  3.663  3.341
H  2.521  5.866  4.218
H  0.554  6.995  3.215
H  -0.654  5.949  1.357
H  -2.477  5.429  -1.539
H  -4.444  6.628  -0.630
H  -5.304  6.063  1.622
H  -4.175  4.315  2.968
H  -2.195  3.160  2.077
O  -3.055  -0.277  -1.612
S  -2.766  0.992  -0.951
O  -3.904  1.585  -0.291
O  -1.604  0.861  0.003
S  -2.032  2.275  -2.381
N  -0.660  -6.203  -0.098
C  -0.704  -4.843  0.175
C  -0.025  -4.302  1.264
C  -0.086  -2.944  1.481
N  -0.762  -2.090  0.708
C  -1.479  -2.628  -0.290
C  -1.476  -3.974  -0.593
H  0.141  -6.686  0.273
H  -0.875  -6.456  -1.047
H  0.571  -4.926  1.920
H  0.439  -2.519  2.329
H  -2.091  -1.938  -0.859
H  -2.057  -4.341  -1.433

For the lowest unoccupied orbital energy (alpha / beta), the calculation gives 3.718 / 3.715 eV. For the electronic energy, the calculation gives -5360.96117 hartree. The expectation value of S² is 2.005. The HOMO-LUMO gap (alpha / beta) comes out at 6.86 / 6.84 eV. The value obtained for the HOMO energy (alpha / beta) is -3.15 / -3.12 eV. The spin multiplicity is 3. The net charge is -2. The energy above the lowest of the compared OMol25 structures with the same formula, charge and spin comes out at 0.000 eV.

***

Below is 3 unconnected molecules or ions with the total composition C25H35N2O11 at a distorted geometry, with properties calculated with the ωB97M-V functional and the def2-TZVPD basis.

Atoms and positions in Å:
C  -1.054  6.786  2.388
C  -1.319  5.414  3.022
O  -2.599  4.900  2.733
C  -2.728  4.307  1.454
C  -2.981  2.803  1.552
O  -2.534  2.096  0.414
C  -1.236  1.483  0.464
N  -0.232  2.201  1.201
C  -1.353  0.077  1.046
C  -0.162  -0.859  0.798
C  1.055  -0.586  1.714
C  -0.642  -2.275  1.155
N  0.221  -0.856  -0.639
O  -0.468  -1.665  -1.363
C  0.412  0.487  -1.257
C  0.500  0.292  -2.775
C  1.738  1.133  -0.866
C  -0.792  1.389  -0.990
H  -0.055  6.822  1.966
H  -1.079  7.556  3.145
H  -1.745  7.018  1.587
H  -1.274  5.520  4.098
H  -0.523  4.729  2.734
H  -1.880  4.513  0.807
H  -3.589  4.758  0.966
H  -2.616  2.405  2.496
H  -4.058  2.675  1.568
H  -0.138  3.163  0.909
H  -0.332  2.120  2.203
H  -2.221  -0.395  0.600
H  -1.540  0.098  2.117
H  1.965  -0.513  1.136
H  1.193  -1.425  2.380
H  0.920  0.284  2.336
H  -1.618  -2.491  0.745
H  -0.701  -2.345  2.235
H  0.091  -3.000  0.831
H  0.803  1.250  -3.189
H  -0.459  0.061  -3.212
H  1.237  -0.453  -3.036
H  1.754  2.106  -1.347
H  1.826  1.316  0.193
H  2.575  0.573  -1.265
H  -1.627  0.990  -1.557
H  -0.588  2.388  -1.364
C  4.243  0.350  -4.020
C  3.631  0.572  -5.190
C  4.137  1.590  -6.171
O  3.534  1.722  -7.219
C  5.316  2.366  -5.813
C  5.925  2.145  -4.641
C  5.432  1.111  -3.670
O  6.051  0.963  -2.633
O  7.003  2.815  -4.248
O  2.540  -0.082  -5.567
H  3.888  -0.383  -3.309
H  5.665  3.106  -6.519
H  7.240  2.456  -3.370
H  2.303  0.265  -6.450
C  -3.208  -5.484  3.044
C  -4.135  -6.447  2.968
C  -3.773  -7.878  2.692
O  -4.673  -8.696  2.656
C  -2.371  -8.207  2.481
C  -1.445  -7.244  2.553
C  -1.804  -5.817  2.853
O  -0.902  -5.004  2.918
O  -0.149  -7.470  2.370
O  -5.433  -6.218  3.131
H  -3.458  -4.452  3.244
H  -2.123  -9.237  2.268
H  0.295  -6.605  2.479
H  -5.876  -7.084  3.029

For the lowest unoccupied orbital energy (alpha / beta), the calculation gives -1.498 / -1.498 eV. For the electronic energy, the calculation gives -1910.66105 hartree. The expectation value of S² is 0.754. The HOMO-LUMO gap (alpha / beta) comes out at 6.73 / 7.83 eV. The value obtained for the HOMO energy (alpha / beta) is -8.23 / -9.33 eV. The spin multiplicity is 2. The energy above the lowest of the compared OMol25 structures with the same formula, charge and spin comes out at 0.299 eV.